{"formula": "C3H5O4Sn", "method": "wB97M-V/def2-TZVPD", "fmax_ha_per_bohr": 0.16756, "e_lumo_ev": -5.568, "de_lowest_ev": 0.925, "total_charge": 1, "symbols": ["O", "C", "O", "O", "H", "C", "O", "C", "H", "H", "H", "H", "Sn"], "xyz": [[1.6475, -2.9002, 2.7162], [1.2717, -2.2429, 1.7775], [0.1661, -2.2116, 1.1442], [2.1005, -1.2606, 1.1997], [2.9934, -1.2220, 1.5616], [-0.4748, 1.6652, -1.0118], [0.3613, 0.8140, -0.7124], [-1.8929, 1.3914, -1.2964], [-2.0391, 1.8297, -2.3096], [-0.1735, 2.7246, -0.9254], [-2.1337, 0.3253, -1.3377], [-2.5086, 2.0074, -0.6225], [0.6823, -0.9204, -0.1836]], "forces_ev_per_a": [[-0.30, 1.21, -1.85], [0.66, -3.03, 4.39], [-1.76, -1.32, 2.55], [2.10, 0.67, 1.55], [0.34, -0.04, 0.23], [-1.07, 1.28, 0.91], [-1.28, 7.53, -0.80], [0.49, 0.19, -0.97], [-0.19, -0.14, 0.40], [0.10, -0.24, -0.56], [-0.11, 0.31, 0.25], [0.07, -0.29, -0.13], [0.97, -6.13, -5.98]], "lowdin_charge": [0.18, -0.74, -0.14, -0.07, 0.17, -0.16, -0.22, 0.00, 0.13, 0.17, 0.10, 0.13, 1.45]}

---

{"formula": "C17H20ClN3O2S", "method": "wB97M-V/def2-TZVPD", "fmax_ha_per_bohr": 0.01218, "e_lumo_ev": 0.643, "smiles": "COCc1cc(N2CCOCC2)nc(SCc2ccc(Cl)cc2)n1", "de_lowest_ev": 0.835, "symbols": ["C", "O", "C", "C", "C", "C", "N", "C", "C", "O", "C", "C", "N", "C", "S", "C", "C", "C", "C", "C", "Cl", "C", "C", "N", "H", "H", "H", "H", "H", "H", "H", "H", "H", "H", "H", "H", "H", "H", "H", "H", "H", "H", "H", "H"], "xyz": [[2.8900, -0.3811, -1.8932], [2.9975, -1.3494, -0.8800], [2.7959, -0.8360, 0.4156], [1.4036, -0.2907, 0.6348], [1.1800, 1.0397, 0.9177], [-0.1604, 1.4452, 1.1051], [-0.5385, 2.7174, 1.3556], [0.3422, 3.7702, 1.8045], [0.1207, 4.0042, 3.3070], [-1.2240, 4.3160, 3.5772], [-2.0869, 3.2854, 3.1433], [-1.9263, 3.0242, 1.6423], [-1.1447, 0.5477, 0.9761], [-0.8097, -0.6950, 0.6871], [-2.1535, -1.8013, 0.5526], [-1.2926, -3.3189, -0.0304], [-1.0365, -3.2519, -1.4996], [-2.0901, -3.3944, -2.3970], [-1.8765, -3.3136, -3.7597], [-0.5928, -3.0853, -4.2294], [-0.3138, -2.9843, -5.9348], [0.4678, -2.9356, -3.3522], [0.2422, -3.0168, -1.9895], [0.4096, -1.1729, 0.5244], [1.8680, 0.0065, -1.9776], [3.1646, -0.8762, -2.8220], [3.5743, 0.4577, -1.7127], [3.5349, -0.0492, 0.6348], [2.9593, -1.6840, 1.0861], [2.0078, 1.7246, 0.9865], [1.3849, 3.5277, 1.6141], [0.0853, 4.6856, 1.2594], [0.7090, 4.8537, 3.6578], [0.4187, 3.0994, 3.8607], [-3.0988, 3.6198, 3.3739], [-1.8734, 2.3583, 3.6964], [-2.5391, 2.1806, 1.3294], [-2.2023, 3.9232, 1.0817], [-1.9722, -4.1309, 0.2250], [-0.3693, -3.3892, 0.5394], [-3.0886, -3.5631, -2.0211], [-2.6953, -3.4256, -4.4531], [1.4623, -2.7582, -3.7298], [1.0667, -2.8837, -1.3064]], "forces_ev_per_a": [[-0.05, 0.12, -0.11], [-0.02, -0.20, 0.13], [0.16, 0.06, 0.12], [-0.05, 0.40, 0.06], [0.13, -0.12, 0.06], [0.01, -0.42, -0.25], [-0.09, 0.14, 0.00], [0.15, 0.15, 0.38], [0.27, 0.02, -0.24], [-0.03, 0.14, 0.05], [-0.17, -0.14, -0.31], [-0.36, 0.05, 0.32], [-0.14, 0.22, 0.07], [0.36, -0.15, -0.01], [-0.25, -0.43, 0.04], [-0.21, 0.53, 0.26], [0.05, -0.06, -0.14], [0.18, 0.00, 0.02], [0.01, 0.00, -0.06], [0.00, 0.01, 0.23], [0.03, 0.02, -0.22], [-0.07, -0.01, -0.15], [-0.08, -0.10, 0.03], [0.19, -0.29, -0.07], [0.04, -0.01, -0.03], [-0.01, 0.08, -0.04], [-0.01, -0.01, -0.02], [-0.05, -0.10, -0.01], [-0.03, 0.16, 0.02], [0.08, 0.05, -0.01], [-0.03, 0.04, -0.03], [0.10, -0.05, 0.03], [0.04, -0.09, -0.02], [0.01, 0.08, -0.04], [0.02, -0.09, -0.02], [-0.04, 0.05, -0.03], [-0.02, 0.22, 0.03], [-0.03, -0.05, 0.03], [0.04, -0.02, 0.04], [-0.09, -0.16, -0.01], [-0.13, -0.02, 0.02], [-0.05, -0.01, -0.09], [0.09, 0.01, -0.08], [0.05, 0.00, 0.05]], "lowdin_charge": [-0.11, -0.19, -0.17, -0.26, 0.05, -0.26, -0.07, -0.12, -0.19, -0.13, -0.18, -0.12, 0.11, -0.66, 0.98, -0.40, -0.30, -0.05, -0.10, -0.68, 0.66, -0.10, -0.04, 0.11, 0.09, 0.09, 0.09, 0.12, 0.13, 0.10, 0.11, 0.13, 0.13, 0.13, 0.13, 0.13, 0.11, 0.13, 0.08, 0.07, 0.11, 0.10, 0.10, 0.10]}

---

{"formula": "C27H22F2O5S2", "method": "wB97M-V/def2-TZVPD", "fmax_ha_per_bohr": 0.07331, "e_lumo_ev": -3.587, "de_lowest_ev": 4.651, "symbols": ["F", "C", "C", "C", "C", "C", "C", "C", "C", "C", "C", "C", "F", "C", "C", "H", "H", "H", "H", "H", "H", "H", "H", "H", "C", "O", "C", "S", "C", "C", "C", "C", "C", "C", "O", "O", "S", "C", "C", "C", "C", "C", "C", "O", "O", "H", "H", "H", "H", "H", "H", "H", "H", "H", "H", "H", "H", "H"], "xyz": [[-4.0275, 2.6929, -4.2034], [-3.7712, 1.3666, -4.0927], [-4.8187, 0.4621, -4.0049], [-4.5595, -0.8887, -3.8978], [-3.2663, -1.3426, -3.8626], [-2.1709, -0.4549, -3.9333], [-0.8727, -1.0220, -3.8925], [0.4308, -0.4652, -3.9006], [1.5159, -1.3612, -4.0138], [2.8109, -0.9153, -4.0641], [3.0829, 0.4359, -3.9962], [2.0487, 1.3467, -3.8429], [2.3265, 2.6664, -3.7041], [0.7454, 0.9044, -3.7935], [-2.4705, 0.9151, -4.0674], [-5.8294, 0.8303, -4.0287], [-5.3756, -1.5895, -3.8382], [-3.0786, -2.3988, -3.7763], [-0.8772, -2.0991, -3.8692], [1.3179, -2.4180, -4.0687], [3.6190, -1.6228, -4.1483], [4.0948, 0.7977, -4.0410], [-0.0117, 1.6391, -3.6174], [-1.7014, 1.6467, -4.1981], [-1.0382, 2.5602, 2.2433], [0.0955, 1.9886, 2.8699], [0.1919, 0.6188, 2.8316], [1.8135, 0.0095, 3.3203], [2.6204, 0.8562, 1.9662], [2.7418, 0.2243, 0.7536], [3.2928, 0.9018, -0.3141], [3.7245, 2.2028, -0.1530], [3.6159, 2.8247, 1.0743], [3.0652, 2.1437, 2.1402], [2.2604, 0.6167, 4.6265], [1.9111, -1.4767, 3.1022], [-1.0644, -0.5661, 2.3262], [-1.0784, -1.6075, 3.7781], [-0.6412, -2.9057, 3.6894], [-0.6747, -3.7129, 4.8076], [-1.1395, -3.2079, 6.0050], [-1.5647, -1.8974, 6.0909], [-1.5323, -1.0946, 4.9702], [-2.4391, 0.0554, 2.3068], [-0.5128, -1.2317, 1.0891], [-1.3962, 3.3729, 2.8735], [-0.7369, 2.9562, 1.2733], [-1.8367, 1.8325, 2.1065], [2.3756, -0.7852, 0.6496], [3.3598, 0.4229, -1.2763], [4.1333, 2.7393, -0.9935], [3.9410, 3.8448, 1.1985], [2.9488, 2.6143, 3.1038], [-0.2630, -3.2682, 2.7460], [-0.3518, -4.7387, 4.7364], [-1.1772, -3.8423, 6.8748], [-1.9378, -1.5062, 7.0239], [-1.8679, -0.0705, 5.0148]], "forces_ev_per_a": [[0.15, -0.70, 0.01], [0.23, -0.44, 0.09], [-0.44, 0.77, -0.04], [0.09, -0.16, 0.02], [0.21, -0.15, 0.04], [-0.21, 0.09, -0.05], [0.12, 0.21, 0.08], [0.04, 0.04, -0.01], [-0.16, -0.19, 0.02], [-0.11, -0.20, -0.03], [0.47, 0.77, 0.04], [-0.27, -0.42, 0.06], [-0.17, -0.69, -0.12], [0.09, 0.68, 0.12], [-0.04, 0.63, -0.11], [-0.22, 0.09, 0.00], [-0.12, -0.05, 0.01], [0.09, -0.21, 0.04], [0.00, -0.27, 0.00], [-0.09, -0.21, -0.01], [0.13, -0.06, -0.04], [0.24, 0.09, 0.01], [-0.15, 0.20, 0.07], [0.16, 0.20, -0.02], [-0.56, 0.45, -0.42], [0.19, -1.54, 0.50], [-0.22, -0.30, 0.31], [0.35, -0.74, 1.20], [0.43, -0.50, 0.83], [-0.23, -0.70, -0.37], [-0.08, -0.11, -0.07], [0.12, 0.19, -0.27], [-0.01, 0.17, 0.03], [-0.06, 0.57, 0.52], [-1.19, -1.46, -3.26], [-0.41, 3.54, 0.57], [-0.15, 0.68, -1.53], [0.18, -0.30, -0.87], [0.24, -0.37, -0.52], [-0.02, -0.18, -0.02], [0.02, -0.25, 0.14], [-0.11, 0.16, 0.04], [-0.34, 0.64, 0.21], [2.86, -1.48, -0.26], [-1.75, 1.05, 2.99], [0.14, 0.03, 0.02], [0.06, 0.08, -0.08], [0.17, 0.39, 0.03], [-0.03, -0.14, -0.03], [0.05, -0.13, -0.14], [0.10, 0.10, -0.14], [0.08, 0.13, 0.03], [0.07, 0.05, 0.12], [0.03, -0.05, -0.08], [0.09, -0.12, 0.01], [0.02, -0.10, 0.17], [0.00, 0.08, 0.10], [-0.05, 0.14, 0.04]], "lowdin_charge": [0.07, -0.25, 0.01, -0.06, -0.02, -0.19, 0.07, -0.19, -0.02, -0.07, -0.01, -0.26, 0.07, 0.06, 0.06, 0.12, 0.11, 0.12, 0.11, 0.12, 0.11, 0.12, 0.10, 0.10, -0.06, -0.14, -0.39, 0.79, -0.30, -0.05, -0.07, -0.08, -0.07, -0.06, -0.33, -0.33, 0.80, -0.32, -0.07, -0.06, -0.07, -0.06, -0.06, -0.36, -0.34, 0.10, 0.10, 0.05, 0.11, 0.09, 0.10, 0.11, 0.12, 0.12, 0.11, 0.10, 0.11, 0.12]}

---

{"formula": "C4H9NO2", "method": "wB97M-V/def2-TZVPD", "fmax_ha_per_bohr": 0.00805, "e_lumo_ev": 0.836, "de_lowest_ev": 3.567, "symbols": ["C", "N", "C", "O", "C", "C", "O", "H", "H", "H", "H", "H", "H", "H", "H", "H"], "xyz": [[-1.6805, 0.3408, 0.8579], [-0.5409, 0.0940, 1.7569], [0.6758, -0.4771, 1.7057], [1.1201, -0.9936, 0.5576], [0.5586, -0.9896, -0.7666], [1.1710, 0.1688, -1.5299], [0.7524, 1.4249, -1.0343], [-2.4173, 0.9461, 1.3954], [-1.3640, 0.8992, -0.0268], [-2.1639, -0.5978, 0.5659], [-0.7117, 0.3495, 2.7161], [0.8732, -1.9390, -1.2102], [-0.5314, -0.9520, -0.7700], [2.2656, 0.0665, -1.4891], [0.8629, 0.1275, -2.5786], [1.1299, 1.5318, -0.1499]], "forces_ev_per_a": [[-0.06, -0.02, -0.15], [0.30, -0.16, 0.23], [-0.33, 0.02, -0.22], [0.04, 0.03, 0.31], [-0.15, 0.05, -0.18], [0.08, -0.23, -0.20], [0.10, 0.07, 0.24], [0.19, -0.14, -0.04], [-0.08, -0.14, 0.13], [0.05, 0.18, 0.01], [-0.09, 0.13, -0.10], [-0.03, 0.13, 0.03], [0.18, 0.01, 0.01], [-0.18, 0.06, -0.03], [0.01, -0.01, 0.10], [-0.04, 0.03, -0.14]], "lowdin_charge": [-0.08, -0.07, -0.14, -0.13, -0.17, -0.24, -0.07, 0.08, 0.07, 0.08, 0.09, 0.13, 0.10, 0.13, 0.12, 0.09]}

---

no.,HOMO level (eV),gap between HOMO and LUMO (eV)
1,-12.86,7.29
2,-8.40,9.04
3,-5.58,2.00
4,-8.29,9.13